Below is C3H4FeLiO4 as an isolated structure in a non-equilibrium geometry, with properties calculated with ωB97M-V with the def2-TZVPD basis set.

Results
Energy relative to the best compared isomer or geometry (same formula, charge and spin): 2.138 eV
HOMO energy (spin up / spin down): -21.31 / -22.26 eV
Spin multiplicity: 7
HOMO-LUMO gap (spin up / spin down): 9.3813 / 4.0266 eV
Charge: +3
Molar mass: 166.8 g/mol
Expectation value of S²: 12.01
LUMO level (spin up / spin down): -11.93 / -18.24 eV

Last column: natural (NBO) charge in e.
CARTESIAN COORDINATES (ANGSTROEM)
O 0.0772 1.0372 -0.6355  -0.40
C -0.8212 -0.0175 -0.4487  1.02
C 1.1492 1.1768 0.1227  0.54
O -1.9246 0.1899 -0.9338  -0.66
O -0.4003 -0.9633 0.2407  -0.76
C 2.4405 0.8984 -0.1088  -0.35
Li -3.5263 -0.5394 -1.3939  0.99
H 3.2218 1.5411 0.2949  0.30
H 2.6630 0.4668 -1.0846  0.29
Fe -0.3946 -2.8187 0.4912  1.44
O 0.9009 1.4337 1.5020  -0.62
H 0.6907 2.3714 1.6996  0.60
H 1.8736 1.2234 1.9175  0.62